ORCA calculation (ωB97M-V with the def2-TZVPD basis set) on a molecular structure, C43H55As2Cl2IrN2O2PSb in a non-equilibrium geometry.

```
109
Properties=species:S:1:pos:R:3:forces:R:3:lowdin_charge:R:1
Ir -0.730853 -0.045682 0.559197 1.49 -0.84 0.57 0.8356
C 2.317366 1.279585 2.729367 -0.19 0.12 -0.17 -0.2442
As 1.340914 -0.246085 1.998349 -0.85 0.06 1.33 1.1045
C 2.880993 -1.326325 1.466424 -0.18 0.12 -0.55 -0.2202
C 0.707992 -1.245607 3.545951 0.09 0.21 -0.10 -0.4309
C 1.101932 -0.881296 4.828010 0.13 0.00 -0.17 -0.0822
C 0.720051 -1.648753 5.916303 -0.08 0.04 -0.05 -0.0330
C -0.059388 -2.776900 5.723681 0.02 -0.01 0.01 -0.0384
C -0.466828 -3.134667 4.447377 -0.13 -0.14 -0.27 -0.0979
C -0.109543 -2.360912 3.348024 0.07 0.27 -0.31 -0.4444
As -0.759499 -2.765284 1.534336 -0.45 0.59 0.56 1.1840
C 0.187783 -4.475155 1.227036 0.11 0.43 -0.67 -0.2246
C -2.571631 -3.458279 1.827029 0.00 0.29 -0.20 -0.2417
H 3.125339 0.924174 3.377403 -0.21 -0.08 -0.15 0.0543
H 1.668446 1.953538 3.289581 -0.04 -0.10 -0.06 0.0440
H 2.765030 1.832082 1.899928 -0.07 -0.06 0.05 0.0318
H 3.500178 -1.502633 2.349666 -0.26 0.13 0.04 0.0626
H 3.462243 -0.768623 0.729740 -0.06 -0.08 0.01 0.0368
H 2.583761 -2.280909 1.037467 -0.06 0.04 -0.01 0.0191
H 1.712587 -0.000486 4.982251 0.02 -0.05 0.05 0.0998
H 1.036923 -1.362728 6.905198 0.00 0.02 0.17 0.1240
H -0.361903 -3.375209 6.568449 0.00 -0.10 0.08 0.1247
H -1.075647 -4.020667 4.315023 -0.04 0.00 0.05 0.1077
H -0.097276 -5.174374 2.013801 -0.16 0.23 0.07 0.0523
H 1.267582 -4.336620 1.258988 -0.05 0.08 0.01 0.0282
H -0.093176 -4.890837 0.257890 -0.01 0.04 0.08 0.0396
H -2.595543 -4.181600 2.643746 0.21 0.09 -0.05 0.0435
H -2.923258 -3.954259 0.920652 0.13 0.08 -0.01 0.0473
H -3.248806 -2.636359 2.058378 0.05 -0.01 0.02 0.0126
N -2.111598 2.304145 2.340374 0.26 -0.21 0.07 -0.0768
P -2.658815 0.766347 1.843297 0.41 0.80 -0.94 0.9861
C -3.943713 1.153519 0.610032 0.42 -0.48 0.10 -0.3699
C -3.859540 2.307688 -0.162781 0.17 0.06 0.11 -0.0823
C -4.879881 2.627124 -1.039967 0.06 0.04 -0.03 -0.0613
C -5.969871 1.780539 -1.167021 -0.01 0.00 0.03 -0.0752
C -6.035603 0.609159 -0.429367 -0.03 -0.05 0.04 -0.0777
C -5.019309 0.283943 0.450401 0.06 0.01 0.08 -0.0975
C -3.594503 0.359586 3.348294 0.56 -0.74 -0.26 -0.3418
C -4.752619 1.083319 3.632855 -0.03 0.16 -0.33 -0.0770
C -5.412154 0.872036 4.829132 -0.04 0.12 0.03 -0.0346
C -4.930593 -0.053345 5.742221 0.01 -0.04 0.01 -0.0289
C -3.791206 -0.783947 5.451284 0.07 -0.06 0.05 -0.0440
C -3.122221 -0.578090 4.257985 0.19 -0.05 -0.10 -0.0871
C -1.114662 3.000889 1.721019 0.04 0.23 0.09 -0.3905
C -0.886983 4.357599 2.009675 0.15 -0.20 -0.17 0.0275
C 0.111556 5.020869 1.335271 -0.14 -0.23 0.06 -0.0083
C 0.856683 4.335760 0.374058 -0.03 -0.23 -0.01 -0.0346
C 0.584493 3.002988 0.167323 0.58 0.36 -0.53 -0.1545
N -0.364153 2.344064 0.830418 -0.82 -1.90 -0.45 -0.0033
H -2.650376 2.804964 3.038514 0.02 -0.18 -0.08 0.1327
H -3.006426 2.965928 -0.067311 -0.02 0.10 -0.03 0.0979
H -4.826134 3.537025 -1.620187 0.00 0.03 -0.03 0.1198
H -6.764551 2.025102 -1.853354 -0.12 0.06 -0.06 0.1228
H -6.882158 -0.048271 -0.539592 -0.11 -0.11 -0.01 0.1218
H -5.069611 -0.628132 1.029460 -0.11 -0.07 0.06 0.1118
H -5.138651 1.801478 2.921528 -0.08 0.02 -0.01 0.1184
H -6.306028 1.435499 5.050139 -0.06 0.04 0.00 0.1248
H -5.445440 -0.204801 6.678912 -0.06 -0.03 0.05 0.1252
H -3.417707 -1.509882 6.155917 0.04 -0.08 0.08 0.1154
H -2.225705 -1.137754 4.031147 0.07 -0.03 0.08 0.0691
H -1.505735 4.861396 2.735196 -0.06 0.03 0.09 0.1305
H 0.311615 6.059788 1.544587 -0.02 0.13 0.00 0.1318
H 1.618663 4.841927 -0.194682 0.12 -0.04 -0.06 0.1090
H 1.133311 2.411459 -0.561718 -0.02 0.12 0.07 0.0640
Cl -1.835786 -4.474823 -5.385788 -0.04 -0.27 -0.27 0.7514
C -1.774915 -3.244841 -4.204491 1.25 0.19 0.91 -0.6706
C -2.830731 -2.327886 -4.098004 0.15 0.34 0.39 -0.0760
C -2.800590 -1.337790 -3.142268 0.63 -0.11 0.10 -0.5705
Cl -4.079478 -0.214226 -2.996712 -0.19 0.13 -0.06 0.8247
C -1.695599 -1.197541 -2.230674 0.25 -1.06 -0.58 -0.4028
O -1.736483 -0.342164 -1.297684 -1.07 1.49 1.19 -0.2649
C -0.591409 -2.108387 -2.416827 -0.09 0.89 1.08 -0.1581
C 0.610913 -1.921844 -1.656036 -1.21 -0.29 -0.83 -0.2608
O 0.932087 -0.864453 -1.066703 -0.13 0.41 1.44 -0.2888
C -0.671190 -3.130017 -3.364829 -0.86 -0.72 -1.10 -0.0600
H -3.672241 -2.407493 -4.768630 -0.13 0.01 -0.03 0.1228
H 1.307752 -2.771826 -1.633245 0.27 0.12 -0.23 0.1430
H 0.153169 -3.817888 -3.471482 0.11 -0.17 -0.07 0.1201
C 4.786261 2.300244 -4.105807 0.07 -0.14 -0.17 -0.1189
C 4.121888 2.179204 -2.759029 -0.68 -0.61 0.18 -0.5107
C 3.764715 3.512332 -2.147892 -0.08 -0.04 0.09 -0.1492
Sb 2.205210 0.956407 -2.953123 0.58 0.40 -1.17 1.7458
C 2.752605 -0.950375 -4.075216 -0.37 0.62 0.57 -0.4975
C 2.924783 -0.706251 -5.553622 -0.13 0.11 -0.13 -0.1109
C 3.991851 -1.506217 -3.408317 -0.04 0.10 0.19 -0.1329
C 0.695494 2.298769 -4.027981 0.38 -0.43 0.53 -0.4956
C -0.697716 1.770847 -3.777645 0.01 -0.07 0.24 -0.1416
C 1.037109 2.422486 -5.490418 0.24 0.02 -0.11 -0.1164
H 5.730469 2.829388 -3.971727 0.09 0.07 -0.01 0.1045
H 4.187496 2.879230 -4.804717 -0.03 0.02 -0.11 0.0769
H 5.023630 1.331617 -4.539298 0.02 0.00 -0.11 0.0605
H 4.736858 1.589715 -2.077529 -0.06 -0.04 -0.01 0.0870
H 3.060605 4.060757 -2.770892 -0.09 0.10 -0.02 0.0779
H 4.663026 4.121912 -2.068386 0.11 0.08 0.03 0.1001
H 3.353416 3.392010 -1.146942 -0.05 0.09 0.09 0.0497
H 1.889891 -1.592616 -3.888372 -0.01 0.07 -0.04 0.0581
H 3.693378 0.032812 -5.761902 0.06 0.07 -0.08 0.0726
H 1.998735 -0.400874 -6.032370 -0.03 0.03 -0.07 0.0694
H 3.241387 -1.640804 -6.017472 0.03 -0.09 -0.06 0.1025
H 4.855074 -0.865797 -3.579875 0.10 0.03 0.05 0.0771
H 4.229956 -2.483801 -3.826256 -0.01 -0.08 -0.06 0.0997
H 3.846692 -1.624273 -2.334242 0.11 -0.06 0.10 0.0623
H 0.841714 3.253582 -3.517535 0.11 -0.08 0.08 0.0806
H -0.841631 0.794964 -4.243074 -0.04 -0.05 0.01 0.0823
H -1.425859 2.452882 -4.217139 -0.05 0.06 -0.05 0.1006
H -0.909247 1.688738 -2.710485 -0.15 -0.07 -0.01 0.0539
H 0.826059 1.507675 -6.037769 0.02 -0.06 -0.04 0.0754
H 2.073704 2.706781 -5.646751 0.10 0.01 -0.16 0.0652
H 0.421277 3.211249 -5.924395 -0.09 0.06 -0.02 0.1038
```
Forces are in eV/Å.

Summary:
total charge	+3
gap between HOMO and LUMO (spin up / spin down)	5.4 / 5.1	eV
HOMO (spin up / spin down)	-0.534 / -0.534	hartree
2S+1	2